{"formula": "C2H8NO2", "method": "the ωB97M-V functional and the def2-TZVPD basis", "total_charge": 1, "de_lowest_kj_mol": 41.1, "fmax_ev_per_a": 1.36, "energy_ev": -7782.5330, "spin_multiplicity": 1, "symbols": ["C", "N", "H", "H", "H", "H", "H", "H", "O", "C", "O", "H", "H"], "coordinates": [[1.384, -2.330, -0.879], [0.463, -1.302, -1.389], [1.481, -2.247, 0.196], [2.366, -2.222, -1.310], [1.047, -3.318, -1.170], [0.555, -0.351, -1.010], [0.469, -1.243, -2.409], [-0.513, -1.531, -1.178], [-0.168, 0.976, -0.106], [-0.408, 1.623, 0.889], [-1.457, 1.359, 1.615], [0.279, 2.415, 1.217], [-1.608, 1.952, 2.367]]}